# 1
Formula: C12H19F9Ni2O10
Source: OMol25
Level of theory: wB97M-V/def2-TZVPD

Computed properties:
Multiplicity = 5
Total charge = 0
Maximum force = 5.81 eV/A
HOMO-LUMO gap (spin up / spin down) = 7.9 / 7.6 eV
E_HOMO (spin up / spin down) = -8.40 / -8.43 eV
Energy relative to the best compared isomer or geometry (same formula, charge and spin) = 43.4 kcal/mol

Geometry as XYZ:
```
52
C12H19F9Ni2O10 (wB97M-V/def2-TZVPD)
Ni -8.184 0.619 -17.400
Ni -10.623 0.494 -18.524
O -11.341 -0.151 -20.187
H -11.298 -0.415 -21.127
O -8.958 1.375 -19.159
H -9.228 1.916 -19.925
O -9.248 -0.992 -17.892
H -9.543 -1.683 -18.517
O -9.972 1.360 -16.746
H -10.371 1.742 -15.940
C -13.432 -3.109 -19.425
C -12.599 -3.353 -18.189
O -13.224 -2.712 -17.072
C -12.986 -1.337 -16.785
O -12.116 -0.676 -17.432
C -13.862 -0.693 -15.656
F -14.762 -1.539 -15.206
F -13.040 -0.346 -14.607
F -14.530 0.354 -16.159
H -14.347 -3.697 -19.353
H -12.966 -3.498 -20.330
H -13.490 -2.040 -19.626
H -11.560 -3.061 -18.339
H -12.557 -4.426 -18.004
C -10.678 -2.048 -13.862
C -9.634 -1.337 -14.719
O -8.503 -1.098 -13.923
C -7.448 -0.391 -14.405
O -7.307 -0.093 -15.590
C -6.443 -0.062 -13.274
F -6.532 1.305 -13.150
F -6.669 -0.695 -12.089
F -5.191 -0.341 -13.680
H -11.433 -2.479 -14.520
H -11.140 -1.333 -13.181
H -10.168 -2.864 -13.349
H -9.969 -0.398 -15.159
H -9.423 -2.042 -15.524
C -8.980 -3.946 -19.358
C -9.117 -3.339 -20.745
O -9.783 -4.222 -21.575
C -9.981 -4.076 -22.915
O -9.456 -3.198 -23.607
C -10.949 -5.183 -23.489
F -11.197 -6.145 -22.595
F -12.078 -4.644 -23.970
F -10.324 -5.768 -24.432
H -8.191 -4.692 -19.453
H -9.878 -4.503 -19.091
H -8.720 -3.149 -18.661
H -8.103 -3.088 -21.057
H -9.634 -2.380 -20.708
```


# 2
Formula: C12H19GeN3RuS2
Source: OMol25
Level of theory: wB97M-V/def2-TZVPD

Computed properties:
Multiplicity = 5
Total charge = +2
Maximum force = 0.59 eV/A
HOMO-LUMO gap (spin up / spin down) = 6.8 / 5.7 eV
E_HOMO (spin up / spin down) = -14.81 / -15.82 eV
Energy relative to the best compared isomer or geometry (same formula, charge and spin) = 0.0 kcal/mol

Geometry as XYZ:
```
38
C12H19GeN3RuS2 (wB97M-V/def2-TZVPD)
Ru 0.478 0.139 0.078
C 2.583 4.991 1.178
S 2.441 4.379 -0.493
C 1.838 2.810 -0.373
S 1.426 1.984 1.091
N 1.748 2.303 -1.635
N 1.234 1.079 -1.620
C 1.310 0.361 -2.716
C 0.878 -1.017 -2.607
C 0.870 -1.859 -3.700
C 0.492 -3.190 -3.525
C 0.156 -3.625 -2.262
C 0.192 -2.721 -1.195
N 0.531 -1.450 -1.353
H 2.284 6.038 1.138
H 3.633 4.924 1.466
H 1.954 4.432 1.864
H 1.730 0.774 -3.628
H 1.154 -1.479 -4.673
H 0.474 -3.869 -4.366
H -0.130 -4.652 -2.082
H -0.053 -3.034 -0.189
C -2.029 0.699 0.341
Ge -1.607 -0.512 1.910
C -2.559 -2.152 1.518
C -1.965 0.487 3.522
C 0.375 -0.887 1.851
H -3.109 0.834 0.437
H -1.895 0.249 -0.653
H -1.594 1.700 0.376
H -3.633 -1.968 1.518
H -2.338 -2.915 2.264
H -2.276 -2.518 0.532
H -3.007 0.807 3.537
H -1.318 1.363 3.554
H -1.772 -0.136 4.393
H 0.615 -1.949 1.812
H 0.886 -0.420 2.691
```


# 3
Formula: C12H19MgNO
Source: OMol25
Level of theory: wB97M-V/def2-TZVPD

Computed properties:
Total charge = -2
Maximum force = 1.90 eV/A
HOMO-LUMO gap (spin up / spin down) = 3.6 / 3.6 eV
E_HOMO (spin up / spin down) = 1.97 / 1.97 eV
Energy relative to the best compared isomer or geometry (same formula, charge and spin) = 0.0 kcal/mol

Geometry as XYZ:
```
34
C12H19MgNO (wB97M-V/def2-TZVPD)
C -1.664 1.877 -1.593
C -0.562 2.743 -1.314
C -0.367 2.783 0.098
C -1.352 1.947 0.704
C -2.173 1.397 -0.340
Mg -0.177 0.147 -0.790
C 2.150 0.904 -1.501
C 1.328 0.588 -2.506
C 0.930 0.560 -3.774
N -1.182 -1.038 -2.091
H 0.370 3.392 0.625
H 0.012 3.300 -2.057
H -1.505 1.811 1.774
H -3.090 0.822 -0.197
H -2.087 1.682 -2.579
H 2.545 1.922 -1.370
H -1.647 -1.824 -2.555
H 2.575 0.159 -0.798
H 1.543 0.956 -4.597
H -0.025 0.102 -4.062
C 1.728 -1.778 2.350
C 0.342 -1.420 1.802
C -0.273 -2.599 1.036
C -0.552 -1.043 2.993
O 0.490 -0.353 0.928
H 1.694 -2.586 3.091
H 2.167 -0.894 2.826
H 2.396 -2.075 1.534
H -0.345 -3.495 1.661
H -1.271 -2.333 0.666
H 0.327 -2.825 0.146
H -0.176 -0.135 3.478
H -1.582 -0.848 2.673
H -0.567 -1.847 3.741
```


# 4
Formula: C12H19N2O
Source: OMol25
Level of theory: wB97M-V/def2-TZVPD

Computed properties:
Total charge = +1
Maximum force = 5.13 eV/A
HOMO-LUMO gap = 9.2 eV
E_HOMO = -13.52 eV
Energy relative to the best compared isomer or geometry (same formula, charge and spin) = 78.0 kcal/mol

Geometry as XYZ:
```
34
C12H19N2O (wB97M-V/def2-TZVPD)
C -3.822 -2.055 -0.152
C -3.480 -1.268 -1.225
C -3.243 -1.750 1.139
C -2.706 -0.116 -1.029
C -2.614 -0.519 1.286
C -1.669 2.272 -0.021
C 4.788 -0.651 -0.402
C 3.437 -0.383 0.208
C 2.304 -0.632 -0.836
C 0.958 -0.235 -0.281
C 0.620 1.286 -0.505
C -0.310 1.737 0.472
N -2.356 0.274 0.193
N -0.267 1.839 1.789
O -1.780 2.568 -1.180
H -4.419 -2.822 -0.384
H -3.911 -1.638 -2.235
H -3.245 -2.226 2.095
H -2.492 0.454 -1.804
H -2.246 -0.013 2.260
H -2.358 2.655 0.718
H 5.487 -0.503 0.389
H 4.768 -1.754 -0.589
H 4.897 -0.101 -1.241
H 3.295 0.593 0.489
H 3.107 -0.946 0.983
H 2.408 -0.181 -1.744
H 2.424 -1.613 -1.111
H 0.882 -0.579 0.717
H 0.007 -0.681 -0.770
H 1.687 1.577 -0.263
H 0.154 1.579 -1.570
H -0.933 2.212 2.433
H 0.628 1.618 2.174
```


# 5
Formula: C12H19N2O
Source: OMol25
Level of theory: wB97M-V/def2-TZVPD

Computed properties:
Total charge = +1
Maximum force = 3.78 eV/A
HOMO-LUMO gap = 7.3 eV
E_HOMO = -11.76 eV
Energy relative to the best compared isomer or geometry (same formula, charge and spin) = 36.2 kcal/mol

Geometry as XYZ:
```
34
C12H19N2O (wB97M-V/def2-TZVPD)
C 1.004 1.089 -1.638
C 1.999 0.576 -0.880
C -0.284 1.348 -1.098
C 0.469 0.385 0.983
C 1.648 0.075 0.382
C -0.493 1.104 0.252
C -2.311 2.502 0.948
C -1.722 3.757 0.354
C 2.504 -2.391 0.630
C -0.405 -1.935 -1.817
C 2.693 -0.918 0.980
C -0.947 -2.608 -0.610
N -1.872 -2.166 0.169
N -1.745 1.386 0.940
O -3.401 2.746 1.682
H 1.223 1.452 -2.544
H 2.902 0.386 -1.295
H -1.083 1.692 -1.765
H 0.252 0.006 1.951
H -2.612 4.318 0.063
H -1.204 4.203 1.194
H -0.836 3.599 -0.341
H 2.664 -2.714 -0.394
H 1.533 -2.817 0.967
H 3.461 -2.918 1.177
H -1.342 -1.677 -2.408
H 0.120 -1.060 -1.451
H 0.321 -2.587 -2.389
H 3.691 -0.541 0.634
H 2.700 -0.778 2.151
H -0.556 -3.526 -0.256
H -2.127 -2.633 0.993
H -3.765 1.983 2.185
H -2.478 -1.338 0.250
```


# 6
Formula: C12H19N4
Source: OMol25
Level of theory: wB97M-V/def2-TZVPD

Computed properties:
Total charge = +1
Maximum force = 6.42 eV/A
HOMO-LUMO gap = 8.1 eV
E_HOMO = -10.82 eV
Energy relative to the best compared isomer or geometry (same formula, charge and spin) = 67.5 kcal/mol

Geometry as XYZ:
```
35
C12H19N4 (wB97M-V/def2-TZVPD)
C 2.966 -0.799 0.225
C 2.845 0.706 0.629
C 1.059 -1.931 1.425
N 1.516 -1.257 0.334
N 1.673 -2.018 2.638
N -0.238 -2.249 1.501
H 3.343 -0.873 -0.887
H 3.691 -1.566 0.761
H 3.802 1.020 1.039
H 2.111 0.734 1.469
H 0.806 -0.991 -0.359
H 2.712 -1.840 2.791
H 1.161 -2.442 3.457
H -0.861 -2.332 0.773
H -0.768 -2.667 2.362
H 2.620 1.509 -0.159
C 0.479 1.256 -3.209
C -1.950 0.311 -0.490
C -1.009 1.255 -1.024
C -0.534 0.698 -2.348
C -1.218 -0.619 -2.413
C -1.759 1.391 1.620
C -2.243 0.366 0.872
C -0.954 2.425 1.068
C -0.522 2.350 -0.251
N -2.070 -0.835 -1.260
H -2.017 1.539 2.661
H -3.099 -0.216 1.288
H -0.636 3.324 1.650
H 0.015 3.145 -0.704
H -2.928 -1.294 -1.365
H -1.267 -1.348 -3.105
H 0.534 0.698 -4.193
H 1.467 1.401 -2.962
H 0.189 2.264 -3.635
```


What is the maximum force in the second record?
0.59 eV/A